{
  "formula": "C2H3IO",
  "method": "ωB97M-V/def2-TZVPD",
  "multiplicity": 1,
  "lumo_energy_ev": -0.122,
  "e_above_lowest_kcal_mol": 135.0,
  "total_charge": 0,
  "e_homo_ev": -8.99,
  "homo_lumo_gap_ev": 8.869,
  "symbols": ["C", "C", "O", "I", "H", "H", "H"],
  "coordinates": [[-1.2996, 0.2215, -0.2645], [-0.1625, -0.2121, -0.2083], [0.5702, -1.1561, 2.4998], [-1.2215, -0.8811, 2.8045], [-2.1358, 0.5840, -0.6704], [-1.1943, -0.0486, 4.1711], [0.6243, -0.8216, 0.1083]],
  "atomic_forces_ev_per_a": [[4.49, -1.53, 0.13], [-2.61, 0.47, 0.20], [0.02, -0.01, -0.08], [-0.13, -0.33, -0.19], [-2.92, 1.34, -0.88], [0.02, 0.27, 0.64], [1.13, -0.20, 0.17]],
  "lowdin_charge": [-0.056, -0.032, -0.980, 1.300, -0.025, -0.205, -0.002]
}

{
  "formula": "C2H3IOS",
  "method": "ωB97M-V/def2-TZVPD",
  "multiplicity": 1,
  "lumo_energy_ev": [-2.368, -2.368],
  "e_above_lowest_kcal_mol": 73.7,
  "total_charge": 0,
  "e_homo_ev": [-8.62, -8.62],
  "homo_lumo_gap_ev": [6.254, 6.253],
  "symbols": ["C", "C", "O", "S", "I", "H", "H", "H"],
  "coordinates": [[-0.1610, 0.4372, -1.9005], [0.2344, -0.4483, 1.3524], [0.3763, 0.1149, -2.8679], [1.1703, 0.9863, 0.5518], [-2.2341, 0.6423, -1.6510], [-0.7388, -0.0317, 1.3479], [0.7999, -0.3901, 2.4183], [0.5530, -1.3106, 0.7490]],
  "atomic_forces_ev_per_a": [[1.43, 0.26, 1.10], [4.01, 1.83, 1.12], [0.21, 0.15, 0.51], [-1.30, -1.07, -1.82], [-0.56, 0.10, 0.33], [-1.19, -0.72, 0.33], [-1.78, -0.61, -2.27], [-0.84, 0.06, 0.71]],
  "lowdin_charge": [-0.803, -0.498, -0.002, 0.447, 0.819, -0.046, 0.071, 0.012]
}

no.,E (Eh)
1,-450.71370
2,-849.00501